1.
Formula: C11H20Se
Source: the Open Molecules 2025 dataset
Level of theory: ωB97M-V/def2-TZVPD

orbital gap: 8.721 eV
LUMO energy: 0.0293 hartree
calculated total energy: -2832.41705 Ha
net charge: 0

Each line ends with the Löwdin charge.
CARTESIAN COORDINATES (ANGSTROEM)
1 C -1.633 0.472 -0.387  -0.32
2 C -2.295 -0.670 -0.206  -0.37
3 C -0.363 0.547 -1.132  -0.01
4 C -1.582 -1.923 -0.670  -0.32
5 C 0.975 -0.299 0.106  -0.66
6 C -2.269 1.834 0.067  -0.03
7 C -3.617 -0.927 0.397  -0.07
8 C 0.644 0.340 1.453  -0.13
9 C 2.974 1.381 -0.407  -0.05
10 C 3.272 -1.102 0.190  -0.14
11 C 2.371 -0.110 -0.551  -0.43
12 Se 0.398 -2.115 0.027  1.03
13 H -0.066 -0.039 -1.848  0.02
14 H 0.001 1.559 -1.207  0.09
15 H -2.061 -2.707 -0.085  0.04
16 H -1.715 -2.072 -1.703  0.06
17 H -1.807 2.761 -0.401  0.09
18 H -1.896 1.908 1.077  0.06
19 H -3.378 1.796 0.030  0.07
20 H -4.128 -1.951 0.021  0.13
21 H -4.330 -0.115 0.254  0.06
22 H -3.450 -1.042 1.492  0.10
23 H 0.688 1.459 1.321  0.08
24 H 1.437 0.034 2.159  0.08
25 H -0.511 -0.001 1.589  0.11
26 H 2.735 1.943 0.542  0.08
27 H 2.525 1.963 -1.210  0.06
28 H 4.093 1.422 -0.382  0.08
29 H 4.191 -1.294 -0.443  0.10
30 H 2.843 -2.067 0.442  0.01
31 H 3.618 -0.456 1.020  0.08
32 H 2.336 -0.529 -1.556  0.12

=====

2.
Formula: C4H12
Source: the Open Molecules 2025 dataset
Level of theory: ωB97M-V/def2-TZVPD

orbital gap: 12.714 eV
LUMO energy: 0.0414 hartree
calculated total energy: -159.57306 Ha
SMILES: CC.CC
net charge: 0

Each line ends with the Löwdin charge.
CARTESIAN COORDINATES (ANGSTROEM)
1 C -1.343 0.705 1.495  -0.16
2 C -2.723 0.311 0.908  -0.17
3 H -1.427 0.463 2.558  0.06
4 H -0.609 0.071 1.011  0.04
5 H -1.166 1.765 1.373  0.06
6 H -2.944 -0.751 0.910  0.06
7 H -3.533 0.841 1.411  0.06
8 H -2.740 0.651 -0.133  0.06
9 C 1.391 -0.167 -1.403  -0.17
10 C 2.735 -0.803 -1.023  -0.17
11 H 1.446 0.120 -2.450  0.06
12 H 0.543 -0.820 -1.207  0.05
13 H 1.158 0.708 -0.792  0.05
14 H 2.520 -1.858 -0.832  0.06
15 H 3.160 -0.491 -0.067  0.06
16 H 3.532 -0.744 -1.757  0.06

=====

3.
Formula: C21H49AsF6N7O7Tl
Source: the Open Molecules 2025 dataset
Level of theory: ωB97M-V/def2-TZVPD

orbital gap: 3.006 eV
LUMO energy: -0.4095 hartree
calculated total energy: -4746.53742 Ha
net charge: +2

Each line ends with the Löwdin charge.
CARTESIAN COORDINATES (ANGSTROEM)
1 Tl -0.051 -0.862 0.850  1.35
2 As -3.609 -3.395 -0.522  0.78
3 F -2.366 -2.176 -0.207  -0.33
4 F -3.583 -2.923 -2.246  -0.27
5 F -4.824 -4.551 -0.878  -0.21
6 F -3.688 -3.736 1.198  -0.25
7 F -4.805 -2.148 -0.238  -0.25
8 F -2.358 -4.553 -0.797  -0.23
9 C 1.407 0.695 -3.464  0.04
10 C 1.770 1.290 -2.111  -0.51
11 O 1.411 0.762 -1.062  0.00
12 N 2.579 2.357 -2.147  0.05
13 C 3.069 2.985 -0.936  -0.05
14 H 1.662 1.364 -4.284  0.09
15 H 0.355 0.419 -3.477  0.08
16 H 1.975 -0.222 -3.616  0.07
17 H 2.753 2.784 -3.041  0.15
18 H 4.158 3.027 -0.911  0.09
19 H 2.726 2.468 -0.046  0.06
20 H 2.729 4.024 -0.907  0.09
21 C -3.279 0.040 -2.878  0.04
22 C -2.315 0.911 -2.104  -0.47
23 O -1.541 0.489 -1.253  0.02
24 N -2.413 2.239 -2.344  0.05
25 C -1.575 3.264 -1.749  -0.03
26 H -4.014 0.692 -3.354  0.09
27 H -3.898 -0.545 -2.199  0.08
28 H -2.735 -0.573 -3.590  0.09
29 H -3.082 2.541 -3.032  0.14
30 H -1.177 3.920 -2.519  0.10
31 H -0.740 2.798 -1.225  0.07
32 H -2.136 3.826 -1.004  0.09
33 C 2.924 -4.444 -0.536  0.02
34 C 3.219 -2.962 -0.367  -0.53
35 O 2.404 -2.230 0.178  -0.03
36 N 4.384 -2.498 -0.866  0.04
37 C 4.647 -1.079 -1.033  -0.04
38 H 3.656 -4.992 -1.127  0.09
39 H 1.930 -4.577 -0.957  0.08
40 H 2.901 -4.833 0.483  0.10
41 H 5.021 -3.169 -1.256  0.14
42 H 5.733 -0.989 -1.122  0.10
43 H 4.283 -0.488 -0.201  0.08
44 H 4.271 -0.767 -2.014  0.08
45 C 1.692 -2.937 -3.587  0.03
46 C 0.349 -2.650 -2.951  -0.49
47 O 0.250 -2.110 -1.848  0.02
48 N -0.766 -2.996 -3.607  0.07
49 C -0.761 -3.907 -4.725  -0.06
50 H 2.445 -2.313 -3.107  0.07
51 H 1.676 -2.777 -4.660  0.10
52 H 1.994 -3.948 -3.305  0.10
53 H -1.683 -2.807 -3.196  0.12
54 H -1.748 -4.366 -4.803  0.10
55 H -0.071 -4.749 -4.652  0.10
56 H -0.597 -3.447 -5.706  0.10
57 C -3.755 0.600 3.929  0.02
58 C -3.662 -0.289 2.716  -0.46
59 O -2.691 -0.138 1.946  -0.01
60 N -4.593 -1.175 2.399  0.11
61 C -5.855 -1.435 3.065  0.00
62 H -4.232 1.542 3.663  0.10
63 H -2.757 0.787 4.316  0.09
64 H -4.327 0.129 4.730  0.09
65 H -4.428 -1.752 1.578  0.09
66 H -6.631 -1.591 2.315  0.11
67 H -6.167 -0.584 3.666  0.09
68 H -5.797 -2.359 3.642  0.12
69 C -2.062 3.518 2.068  0.01
70 C -0.655 3.209 1.602  -0.53
71 O -0.358 2.037 1.356  -0.03
72 N 0.254 4.187 1.569  0.05
73 C 0.097 5.581 1.951  -0.04
74 H -2.130 3.494 3.158  0.10
75 H -2.665 2.654 1.782  0.07
76 H -2.491 4.434 1.672  0.08
77 H 1.152 3.914 1.197  0.13
78 H 0.518 6.238 1.194  0.09
79 H 0.598 5.777 2.900  0.09
80 H -0.942 5.851 2.113  0.08
81 C 4.166 1.465 2.926  0.02
82 C 2.977 0.621 3.339  -0.51
83 O 2.214 0.216 2.455  -0.04
84 N 2.820 0.292 4.616  0.04
85 C 3.673 0.637 5.735  -0.05
86 H 5.089 0.908 2.781  0.10
87 H 4.363 2.280 3.628  0.09
88 H 3.931 1.989 2.003  0.07
89 H 2.018 -0.279 4.835  0.15
90 H 3.981 -0.298 6.212  0.10
91 H 3.193 1.219 6.522  0.09
92 H 4.594 1.149 5.476  0.08

=====

4.
Formula: C8H32N16O8
Source: the Open Molecules 2025 dataset
Level of theory: ωB97M-V/def2-TZVPD

orbital gap: 8.473 eV
LUMO energy: 0.0005 hartree
calculated total energy: -1802.37406 Ha
SMILES: NC(N)=O.NC(N)=O.NC(N)=O.NC(N)=O.NC(N)=O.NC(N)=O.NC(N)=O.NC(N)=O
net charge: 0

Each line ends with the Löwdin charge.
CARTESIAN COORDINATES (ANGSTROEM)
1 C -5.947 20.084 22.081  -0.66
2 O -5.064 20.836 21.692  0.02
3 N -7.108 20.483 22.662  0.17
4 N -5.762 18.711 22.086  0.16
5 H -7.380 21.465 22.733  0.05
6 H -7.654 19.816 23.176  0.11
7 H -6.591 18.182 22.299  0.09
8 H -5.077 18.284 21.494  0.10
9 C 0.254 23.488 24.351  -0.68
10 O 0.150 22.372 24.851  0.01
11 N 1.262 24.333 24.739  0.14
12 N -0.636 23.993 23.470  0.17
13 H 1.504 25.203 24.302  0.08
14 H 1.975 23.956 25.335  0.09
15 H -1.308 23.321 23.136  0.06
16 H -0.727 24.978 23.273  0.05
17 C -3.873 23.764 21.419  -0.65
18 O -3.055 22.978 21.871  0.01
19 N -3.804 25.144 21.523  0.16
20 N -4.954 23.329 20.726  0.17
21 H -4.572 25.658 21.130  0.05
22 H -3.250 25.546 22.263  0.07
23 H -5.702 23.955 20.441  0.04
24 H -5.104 22.331 20.792  0.05
25 C -3.650 30.035 20.282  -0.68
26 O -4.586 30.628 20.784  0.03
27 N -2.569 30.700 19.755  0.15
28 N -3.593 28.671 20.222  0.15
29 H -2.640 31.697 19.822  0.10
30 H -1.848 30.179 19.298  0.09
31 H -4.342 28.183 20.675  0.09
32 H -2.720 28.215 20.021  0.10
33 C -6.663 25.926 18.643  -0.62
34 O -6.717 25.286 19.695  -0.02
35 N -5.661 26.806 18.346  0.17
36 N -7.427 25.572 17.576  0.16
37 H -4.864 26.944 18.936  0.07
38 H -5.597 27.207 17.428  0.10
39 H -8.080 24.821 17.701  0.11
40 H -7.533 26.185 16.789  0.10
41 C -7.445 23.786 22.925  -0.66
42 O -8.295 23.040 22.430  0.00
43 N -6.735 23.503 24.057  0.19
44 N -7.255 25.041 22.440  0.15
45 H -6.017 24.157 24.309  0.10
46 H -6.925 22.685 24.599  0.08
47 H -7.903 25.409 21.771  0.09
48 H -6.633 25.711 22.855  0.10
49 C -1.088 27.831 23.687  -0.65
50 O -1.394 26.755 23.192  0.00
51 N -0.078 28.612 23.181  0.16
52 N -1.721 28.358 24.773  0.16
53 H 0.047 29.525 23.576  0.09
54 H 0.319 28.363 22.297  0.10
55 H -1.214 29.032 25.317  0.10
56 H -2.415 27.757 25.182  0.11
57 C -4.169 21.556 25.111  -0.67
58 O -4.188 22.380 26.023  -0.01
59 N -5.252 20.779 24.808  0.15
60 N -3.035 21.352 24.368  0.17
61 H -6.012 20.668 25.448  0.10
62 H -5.237 20.278 23.935  0.04
63 H -3.041 21.170 23.378  0.08
64 H -2.330 21.982 24.728  0.07

=====

5.
Formula: C16H15N3O
Source: the Open Molecules 2025 dataset
Level of theory: ωB97M-V/def2-TZVPD

orbital gap: 8.649 eV
LUMO energy: 0.0067 hartree
calculated total energy: -857.83235 Ha
SMILES: c1ccc(CCCc2nc(-c3cccnc3)no2)cc1
net charge: 0

Each line ends with the Löwdin charge.
CARTESIAN COORDINATES (ANGSTROEM)
1 C 1.255 4.292 -0.688  -0.19
2 C 2.483 3.803 -0.629  -0.08
3 C 2.840 2.475 -0.137  -0.06
4 C 1.803 1.775 0.239  -0.23
5 C 0.384 2.302 -0.012  0.03
6 C 0.237 3.578 -0.344  -0.16
7 H -0.782 3.962 -0.329  0.12
8 H -0.240 1.552 0.325  0.08
9 C 2.226 0.425 0.662  -0.19
10 H 2.899 0.482 1.533  0.12
11 H 1.482 -0.113 1.223  0.09
12 C 2.808 -0.514 -0.475  -0.09
13 H 3.517 -0.104 -0.778  -0.04
14 H 2.797 -1.593 0.075  0.18
15 C 1.749 -0.489 -1.710  -0.04
16 C 0.412 -0.740 -1.146  -0.34
17 N -0.210 -1.445 -0.207  0.21
18 C -1.434 -1.447 -0.380  -0.44
19 N -1.786 -0.994 -1.549  0.23
20 O -0.548 -0.375 -1.932  0.04
21 C -2.347 -2.163 0.339  -0.16
22 C -3.567 -2.093 0.341  -0.09
23 C -4.479 -2.852 1.156  -0.01
24 C -3.900 -3.421 2.332  -0.08
25 N -2.609 -3.662 2.158  0.06
26 C -1.941 -2.966 1.557  -0.15
27 H -0.980 -2.829 1.752  0.08
28 H -4.529 -4.123 2.874  0.10
29 H -5.601 -2.675 1.061  0.12
30 H -4.160 -1.581 -0.564  0.16
31 H 2.203 -1.302 -2.366  0.15
32 H 1.758 0.518 -2.184  0.14
33 H 3.926 2.294 -0.020  0.14
34 H 3.315 4.663 -0.988  0.16
35 H 1.023 5.360 -1.189  0.16